The following is a quantum chemistry calculation of a structure of composition C26H50CoP2Si, from the OMol25 dataset.

Calculated values
spin multiplicity: 5
Kohn-Sham gap (alpha / beta): 6.4 / 6.2 eV
net charge: +1
energy: -3375.1346 a.u.
<S²>: 6.069
lowest unoccupied orbital energy (alpha / beta): -2.180 / -4.299 eV
energy relative to the best compared isomer or geometry (same formula, charge and spin): 135.1 kcal/mol

Last column: Mulliken charge in e.
Element x y z (Å)
Co -0.0108 0.3489 -1.4134  -1.41
C -1.0559 -1.3830 0.5100  0.17
C 0.2437 -1.4139 -0.1933  2.19
C 0.4403 -0.2237 1.8161  0.83
C -0.9103 -0.6386 1.6855  0.55
C 1.1696 -0.6645 0.6886  0.51
C -2.2527 -2.1977 0.2014  -1.96
H -2.0763 -2.9154 -0.6025  0.44
H -3.1115 -1.5627 -0.0783  0.27
H -2.5650 -2.7785 1.0880  0.51
C -1.9581 -0.4769 2.7305  -1.84
H -2.9593 -0.4171 2.2870  0.38
H -1.7922 0.4219 3.3378  0.40
H -1.9615 -1.3355 3.4218  0.40
C 1.0285 0.3683 3.0419  -1.96
H 1.2494 -0.4167 3.7850  0.36
H 0.3337 1.0698 3.5265  0.43
H 1.9654 0.8909 2.8350  0.43
C 2.6453 -0.7131 0.6299  -1.67
H 3.0484 -1.2924 1.4805  0.46
H 3.0854 0.2957 0.6929  0.26
H 3.0121 -1.1898 -0.2847  0.32
C 0.7071 -2.5765 -1.0088  -1.85
H 0.9749 -3.4248 -0.3558  0.38
H 1.5949 -2.3178 -1.5925  0.25
H -0.0715 -2.9305 -1.6921  0.47
C -1.3545 1.7622 -5.1721  -0.14
C -1.7381 0.4651 -5.2636  -0.69
C -1.1945 -0.5186 -6.2649  -0.67
C 0.2897 -0.3169 -6.6308  -1.08
C 1.1352 0.0779 -5.4594  -0.05
C 1.5495 1.3548 -5.1931  -0.67
C 0.9618 2.5980 -5.7905  -0.91
C -0.5241 2.4845 -6.1938  -1.45
H -1.7937 -0.4946 -7.1937  0.35
H 0.3860 0.3784 -7.4778  0.34
H -1.3193 -1.5437 -5.8812  0.36
H -0.6186 2.0502 -7.2010  0.26
H -1.8692 2.4388 -4.4806  0.58
H -2.7261 0.1808 -4.8863  0.82
H -0.9117 3.5095 -6.2931  0.50
H 1.0720 3.4305 -5.0771  0.25
H 2.5529 1.5202 -4.7984  1.13
H 1.5476 2.8994 -6.6764  0.50
H 0.6635 -1.2789 -7.0098  0.50
H 1.6314 -0.7708 -4.9861  0.44
P -1.8800 0.2645 -2.2804  0.66
C -3.3355 1.2740 -2.4951  -1.29
C -2.0665 -1.3767 -3.0096  -0.38
P 1.8448 1.0304 -2.1924  0.15
C 0.0813 1.0353 -3.0939  0.80
C 2.9201 -0.2612 -2.8785  -1.61
C 2.6046 2.6508 -2.4440  -1.14
H -3.3116 2.1286 -1.7975  0.24
H -4.1985 0.6317 -2.2415  0.50
H -3.4179 1.6365 -3.5288  0.48
H -1.5752 -1.4041 -3.9891  -0.47
H -3.1409 -1.5734 -3.1044  0.49
H -1.6007 -2.1373 -2.3721  -0.29
H 2.3488 3.0442 -3.4391  0.19
H 3.6960 2.5110 -2.3527  0.53
H 2.2746 3.3550 -1.6659  0.19
H -0.1548 2.0667 -3.3621  0.58
H 0.0456 0.2574 -3.8765  -0.01
H 3.6432 -0.5317 -2.0936  0.51
H 3.4602 0.1217 -3.7549  0.51
H 2.3473 -1.1584 -3.1560  0.14
C -0.6644 3.9012 -1.4854  -1.30
Si -0.3719 2.4237 -0.3113  1.11
C 1.0935 2.9352 0.7923  -1.34
C -1.9068 2.4141 0.8047  -1.24
H -1.5015 3.7341 -2.1754  0.28
H 0.2249 4.1699 -2.0698  0.33
H -0.9235 4.7617 -0.8479  0.54
H 0.7867 2.8897 1.8472  0.42
H 1.9866 2.3073 0.6736  0.19
H 1.3724 3.9762 0.5688  0.55
H -2.4415 3.3698 0.6844  0.54
H -2.6052 1.5983 0.5780  0.17
H -1.6052 2.3273 1.8585  0.32